Density functional theory data (ωB97M-V/def2-TZVPD) for 13 unconnected molecules or ions with the total composition C46H89N3O30 at a distorted geometry.

```
168
Properties=species:S:1:pos:R:3
C 0.775 5.220 -1.672
C 0.045 6.482 -1.384
O -1.321 6.309 -0.884
C -1.631 7.173 0.137
O -0.940 8.012 0.709
O -2.948 7.037 0.384
C -3.467 7.712 1.457
H 0.267 4.647 -2.431
H 1.020 4.679 -0.736
H 1.734 5.479 -2.053
H -0.043 7.139 -2.273
H 0.572 7.084 -0.578
H -3.362 8.812 1.294
H -2.903 7.511 2.389
H -4.489 7.368 1.635
C 3.930 -4.650 0.002
C 3.168 -5.219 1.213
O 1.768 -5.332 1.093
C 1.308 -6.481 0.614
O 1.990 -7.471 0.361
O -0.021 -6.429 0.538
C -0.559 -7.476 -0.278
H 3.819 -5.395 -0.837
H 4.953 -4.486 0.272
H 3.426 -3.699 -0.243
H 3.440 -4.628 2.124
H 3.522 -6.209 1.374
H -1.517 -7.106 -0.475
H -0.457 -8.470 0.181
H 0.095 -7.643 -1.175
C 7.259 -1.082 2.331
C 7.067 -1.001 0.845
O 8.422 -0.729 0.323
C 8.692 0.560 0.159
O 7.981 1.444 0.578
O 9.930 0.705 -0.344
C 10.469 2.013 -0.371
H 7.740 -0.180 2.617
H 7.783 -1.958 2.647
H 6.313 -1.101 2.820
H 6.435 -0.247 0.433
H 6.805 -2.023 0.485
H 11.520 1.960 -0.683
H 10.371 2.355 0.689
H 9.818 2.650 -0.977
C -2.546 4.313 -3.235
C -4.045 3.875 -3.340
O -4.746 4.668 -2.374
C -5.280 4.033 -1.331
O -5.279 2.832 -1.149
O -5.717 4.996 -0.519
C -6.624 4.531 0.495
H -2.412 5.341 -3.618
H -1.877 3.643 -3.769
H -2.298 4.331 -2.121
H -4.065 2.855 -3.025
H -4.550 3.962 -4.312
H -7.186 5.394 0.775
H -6.111 3.985 1.247
H -7.378 3.809 0.134
C -1.035 -1.110 -5.084
C -1.336 -2.068 -3.958
O -2.100 -1.279 -2.916
C -3.385 -1.055 -3.255
O -4.021 -1.520 -4.167
O -3.885 -0.108 -2.452
C -3.094 0.407 -1.373
H -1.990 -0.816 -5.482
H -0.432 -1.541 -5.838
H -0.522 -0.222 -4.764
H -0.572 -2.454 -3.334
H -1.964 -2.846 -4.272
H -2.173 0.835 -1.590
H -2.910 -0.376 -0.593
H -3.723 1.249 -0.998
C 2.410 1.337 5.313
C 1.027 1.957 5.210
O 0.066 0.913 4.825
C -1.208 1.267 4.726
O -1.619 2.385 4.764
O -1.920 0.193 4.478
C -3.301 0.352 4.468
H 2.574 0.607 6.158
H 3.150 2.177 5.387
H 2.671 0.730 4.390
H 1.111 2.579 4.310
H 0.668 2.480 6.064
H -3.633 1.045 5.244
H -3.658 -0.665 4.564
H -3.707 0.702 3.480
C -6.249 -3.665 -2.839
C -5.052 -4.418 -2.456
O -4.400 -3.640 -1.385
C -3.103 -3.836 -1.209
O -2.401 -4.496 -1.950
O -2.715 -3.112 -0.163
C -1.278 -3.191 0.169
H -6.821 -4.251 -3.619
H -5.906 -2.830 -3.408
H -6.945 -3.401 -2.055
H -4.396 -4.392 -3.382
H -5.261 -5.433 -2.191
H -1.063 -3.639 1.158
H -0.861 -2.224 0.132
H -0.743 -3.744 -0.573
C 0.306 6.260 3.806
C 1.290 6.001 2.649
O 1.472 4.599 2.632
C 2.271 4.151 1.697
O 2.813 4.822 0.849
O 2.440 2.821 1.873
C 3.536 2.282 1.138
H -0.627 5.736 3.556
H 0.020 7.314 3.970
H 0.658 5.786 4.702
H 2.300 6.444 2.886
H 0.962 6.452 1.704
H 3.355 2.357 0.048
H 3.660 1.209 1.404
H 4.490 2.781 1.453
C 5.578 -3.582 -5.589
C 4.571 -4.609 -5.153
O 3.412 -3.895 -4.667
C 2.447 -4.455 -3.949
O 1.729 -3.727 -3.295
O 2.293 -5.807 -4.055
C 1.102 -6.406 -3.570
H 5.258 -2.941 -6.483
H 6.450 -4.113 -5.790
H 5.717 -2.955 -4.711
H 4.953 -5.309 -4.445
H 4.225 -5.196 -5.970
H 0.581 -5.639 -2.919
H 1.318 -7.351 -3.012
H 0.501 -6.636 -4.392
C -2.015 3.910 1.608
C -1.212 2.609 1.666
O -0.462 2.396 0.437
C -0.145 1.172 0.167
O -0.474 0.229 0.857
O 0.583 1.145 -0.928
C 0.987 -0.144 -1.358
H -2.457 4.007 2.601
H -2.776 3.900 0.807
H -1.380 4.750 1.423
H -1.871 1.644 1.806
H -0.438 2.613 2.484
H 0.173 -0.826 -1.413
H 1.717 -0.522 -0.597
H 1.375 -0.114 -2.361
C 1.303 -1.654 2.671
C 2.609 -1.355 2.048
N 3.585 -1.139 1.515
H 0.493 -1.295 1.992
H 1.215 -1.169 3.601
H 1.106 -2.687 2.927
C -5.320 -1.290 1.315
C -5.917 -2.628 1.536
N -6.089 -3.695 1.855
H -5.985 -0.537 0.918
H -4.384 -1.294 0.692
H -5.016 -0.875 2.305
C -3.566 -5.147 2.657
C -3.555 -3.897 3.392
N -3.460 -2.874 3.899
H -3.060 -4.939 1.702
H -4.580 -5.578 2.461
H -3.019 -5.897 3.243
```

As for the frontier orbital gap: 11.196 eV. The value obtained for the highest occupied orbital energy is -10.67 eV. Its lowest unoccupied orbital energy is 0.528 eV. The spin multiplicity is 1. Its total energy is -4227.6233 Ha.